DFT (ωB97M-V with the def2-TZVPD basis set) results for a molecular structure, C40H96BI2N10NbO6P3 at a distorted geometry.

```
! wB97M-V def2-TZVPD RIJCOSX def2/J DEFGRID3
* xyz -1 1
C 1.579 3.443 3.688
O 1.013 2.168 4.050
C 1.640 1.076 3.341
C 1.634 -0.323 4.123
C 0.147 -0.783 4.612
C -0.136 -2.258 4.040
C -1.693 -2.646 3.925
C -2.129 -2.439 2.384
C -3.686 -2.135 2.167
C -4.077 -1.885 0.599
C -4.950 -0.553 0.400
Nb -3.776 1.364 0.053
N -1.962 0.295 -0.494
C -5.678 2.508 0.584
C -5.470 3.796 1.521
C -6.367 3.813 2.852
C -6.560 5.188 3.598
C -7.465 5.251 4.870
C -8.196 4.021 5.455
C -7.978 2.655 4.764
C -7.072 2.597 3.488
B -2.950 1.431 2.203
O -1.495 1.336 2.381
O -3.801 1.591 3.369
C -3.333 0.826 4.510
C -2.712 3.338 -0.549
I -4.050 4.651 -1.751
C -1.397 3.113 -1.453
C -1.012 4.394 -2.398
I 0.380 2.880 -0.146
H 1.327 3.697 2.592
H 1.102 4.286 4.314
H 2.717 3.498 3.788
H 1.185 0.894 2.303
H 2.748 1.374 3.182
H 2.108 -1.134 3.464
H 2.336 -0.194 5.032
H 0.217 -0.862 5.754
H -0.623 0.004 4.319
H 0.357 -2.326 3.000
H 0.392 -3.003 4.730
H -2.372 -2.130 4.682
H -1.775 -3.781 4.142
H -1.418 -1.670 1.931
H -1.913 -3.448 1.858
H -4.252 -3.076 2.536
H -4.100 -1.267 2.780
H -3.182 -1.996 -0.097
H -4.781 -2.772 0.341
H -5.661 -0.716 -0.480
H -5.617 -0.364 1.331
H -4.362 1.299 -1.701
H -1.721 -0.291 0.324
H -2.147 -0.310 -1.312
H -6.435 1.738 1.005
H -6.156 2.855 -0.414
H -4.389 4.030 1.801
H -5.833 4.706 0.902
H -6.051 6.133 3.211
H -7.609 6.253 5.386
H -8.888 4.045 6.363
H -8.470 1.681 5.134
H -6.961 1.548 3.023
H -1.183 2.253 2.587
H -2.809 1.442 5.317
H -2.698 -0.073 4.159
H -4.275 0.352 4.990
H -2.423 3.981 0.363
H -1.493 2.237 -2.200
H -1.526 4.362 -3.415
H -1.098 5.389 -1.848
H 0.118 4.256 -2.616
O 5.107 1.268 5.303
P 5.721 1.177 6.710
N 5.495 2.876 7.044
C 6.368 3.709 7.868
C 4.111 3.213 7.396
N 7.317 0.948 6.021
C 8.410 1.903 6.157
C 7.356 0.486 4.618
N 6.390 1.034 8.356
C 7.471 0.031 8.561
C 5.331 0.510 9.269
H 6.353 3.437 8.930
H 6.064 4.759 7.808
H 7.398 3.713 7.525
H 3.851 2.876 8.406
H 3.404 2.757 6.698
H 3.939 4.294 7.369
H 8.225 2.816 5.586
H 9.342 1.454 5.797
H 8.623 2.160 7.194
H 7.136 1.308 3.925
H 6.647 -0.322 4.441
H 8.343 0.089 4.358
H 7.174 -0.959 8.200
H 7.720 -0.048 9.626
H 8.418 0.285 8.091
H 4.996 -0.481 8.957
H 4.451 1.158 9.288
H 5.690 0.458 10.298
O -2.495 -0.902 -4.020
P -2.707 -1.535 -5.403
N -2.969 -0.007 -6.208
C -3.846 0.214 -7.355
C -1.727 0.730 -6.459
N -4.249 -2.181 -4.889
C -5.529 -1.769 -5.449
C -4.448 -2.280 -3.425
N -2.887 -2.327 -6.990
C -3.499 -3.684 -7.001
C -1.530 -2.612 -7.546
H -3.496 -0.277 -8.271
H -3.920 1.283 -7.580
H -4.872 -0.088 -7.170
H -1.144 0.286 -7.273
H -1.096 0.753 -5.568
H -1.925 1.770 -6.741
H -5.788 -0.747 -5.163
H -6.322 -2.438 -5.094
H -5.569 -1.865 -6.534
H -4.666 -1.297 -2.990
H -3.574 -2.698 -2.926
H -5.284 -2.944 -3.181
H -2.987 -4.360 -6.309
H -3.451 -4.114 -8.008
H -4.559 -3.703 -6.760
H -0.973 -3.286 -6.895
H -0.935 -1.702 -7.656
H -1.598 -3.052 -8.542
O 1.630 -2.633 -7.335
P 2.820 -3.269 -6.597
N 3.500 -1.743 -6.088
C 4.922 -1.460 -5.907
C 2.787 -1.147 -4.952
N 3.551 -3.740 -8.120
C 4.818 -3.217 -8.614
C 2.646 -3.777 -9.288
N 4.134 -4.080 -5.708
C 4.636 -5.366 -6.268
C 3.621 -4.523 -4.376
H 5.371 -2.007 -5.070
H 5.078 -0.395 -5.704
H 5.510 -1.648 -6.799
H 3.000 -1.670 -4.014
H 1.706 -1.167 -5.110
H 3.071 -0.100 -4.802
H 4.739 -2.167 -8.905
H 5.142 -3.794 -9.488
H 5.633 -3.337 -7.902
H 2.439 -2.766 -9.660
H 1.701 -4.265 -9.049
H 3.084 -4.350 -10.111
H 3.819 -6.074 -6.440
H 5.355 -5.826 -5.580
H 5.190 -5.267 -7.197
H 2.802 -5.236 -4.486
H 3.244 -3.684 -3.786
H 4.414 -4.979 -3.782
*
```

Properties
LUMO energy	0.209	eV
frontier orbital gap	0.16537	Eh

Atomic partial charges in e from the Mulliken method, atoms 1 to 99: C -0.47; O -0.31; C 0.09; C -0.56; C 0.21; C -1.04; C -0.72; C -0.24; C -0.26; C -0.20; C -0.99; Nb -1.19; N -0.57; C -0.96; C -0.13; C 0.38; C -0.50; C -0.42; C -0.37; C -0.58; C -0.05; B 1.18; O 0.34; O -0.24; C -0.28; C -0.83; I -0.10; C 0.14; C -1.30; I 0.00; H 0.06; H 0.24; H 0.20; H -0.06; H 0.39; H 0.34; H -0.09; H 0.27; H -0.14; H 0.41; H 0.35; H 0.45; H 0.41; H -0.19; H 0.35; H 0.45; H -0.10; H 0.14; H 0.38; H 0.48; H 0.21; H 0.04; H -0.12; H 0.19; H 0.40; H 0.32; H 0.05; H 0.51; H 0.30; H 0.27; H 0.28; H 0.29; H 0.06; H 0.04; H 0.33; H -0.33; H 0.19; H 0.40; H 0.19; H 0.37; H 0.34; H 0.37; O -0.67; P 0.97; N 0.11; C -0.84; C -1.01; N 0.10; C -1.41; C -1.02; N -0.07; C -1.07; C -1.08; H 0.30; H 0.40; H 0.17; H 0.29; H 0.20; H 0.36; H 0.34; H 0.42; H 0.45; H 0.32; H 0.31; H 0.33; H 0.38; H 0.38; H 0.32; H 0.40

=====

DFT (ωB97M-V with the def2-TZVPD basis set) results for 10 unconnected molecules or ions with the total composition C40H99N15O10 at a distorted geometry.

```
! wB97M-V def2-TZVPD RIJCOSX def2/J DEFGRID3
* xyz 0 1
C 2.881 -26.548 4.999
C 3.581 -26.079 3.707
C 4.309 -24.767 4.148
C 5.221 -24.142 3.142
C 6.240 -25.265 2.739
C 5.694 -26.649 2.319
N 4.659 -27.015 3.358
O 4.094 -28.280 2.997
C 5.344 -26.569 0.837
C 6.808 -27.695 2.448
C 2.611 -25.741 2.619
H 2.268 -25.735 5.390
H 3.554 -26.979 5.737
H 2.147 -27.326 4.777
H 3.550 -23.998 4.308
H 4.931 -24.905 5.034
H 5.866 -23.337 3.488
H 4.770 -23.920 2.173
H 6.926 -25.392 3.580
H 6.791 -24.831 1.903
H 5.057 -27.587 0.559
H 4.599 -25.981 0.295
H 6.193 -26.326 0.193
H 7.741 -27.296 2.043
H 6.958 -28.007 3.481
H 6.653 -28.531 1.766
H 2.788 -26.420 1.785
H 2.654 -24.706 2.278
H 1.573 -25.791 2.954
H 4.460 -28.886 3.648
C -2.858 -31.158 5.692
C -3.816 -30.267 6.556
C -3.117 -29.911 7.871
C -2.077 -28.744 7.735
C -2.715 -27.509 7.105
C -3.311 -27.892 5.732
N -4.261 -29.000 5.880
O -4.911 -29.364 4.684
C -4.159 -26.641 5.324
C -2.216 -28.081 4.708
C -5.094 -31.012 7.037
H -2.735 -30.728 4.697
H -3.171 -32.183 5.495
H -1.869 -31.173 6.150
H -3.777 -29.765 8.727
H -2.555 -30.799 8.171
H -1.154 -29.059 7.244
H -1.718 -28.476 8.732
H -1.799 -26.930 6.969
H -3.384 -26.933 7.740
H -3.713 -25.673 5.097
H -4.847 -26.917 4.524
H -4.812 -26.433 6.174
H -2.499 -27.919 3.665
H -1.469 -27.283 4.725
H -1.667 -29.008 4.873
H -5.421 -31.616 6.187
H -5.911 -30.369 7.355
H -4.791 -31.757 7.774
H -4.173 -29.663 4.136
C 2.726 -28.554 12.791
C 1.491 -28.642 13.664
C 0.556 -27.358 13.435
C -0.478 -27.397 12.317
C -1.268 -28.695 12.583
C -0.468 -29.972 12.528
N 0.700 -29.905 13.434
O 1.517 -31.043 13.281
C -1.319 -31.134 13.093
C -0.154 -30.247 11.066
C 1.809 -28.649 15.169
H 3.551 -29.193 13.108
H 3.140 -27.552 12.922
H 2.469 -28.718 11.745
H 0.146 -26.998 14.380
H 1.255 -26.551 13.199
H 0.020 -27.261 11.354
H -1.217 -26.596 12.259
H -2.072 -28.641 11.844
H -1.833 -28.574 13.509
H -0.649 -31.985 13.211
H -2.085 -30.870 13.820
H -1.962 -31.527 12.297
H 0.118 -29.326 10.547
H 0.511 -31.087 10.870
H -1.115 -30.474 10.599
H 2.695 -29.278 15.312
H 1.023 -29.062 15.797
H 2.269 -27.726 15.528
H 1.600 -31.296 14.206
C 2.386 -29.893 5.895
O 2.392 -29.266 6.937
N 3.442 -30.537 5.438
N 1.313 -29.852 5.060
H 4.326 -30.607 5.930
H 3.318 -31.262 4.748
H 1.377 -30.163 4.105
H 0.462 -29.404 5.358
C 5.686 -30.901 7.806
O 6.039 -30.199 6.869
N 4.507 -30.855 8.402
N 6.425 -31.885 8.268
H 4.468 -31.170 9.357
H 3.820 -30.233 7.994
H 7.364 -32.022 7.933
H 6.050 -32.522 8.950
C 2.600 -26.760 9.108
O 2.536 -25.739 9.759
N 3.667 -27.379 8.699
N 1.549 -27.495 8.714
H 3.595 -28.061 7.962
H 4.515 -26.836 8.696
H 0.600 -27.218 8.913
H 1.695 -28.377 8.239
C 6.393 -26.296 7.388
O 6.380 -25.106 7.165
N 6.689 -26.821 8.575
N 6.059 -27.231 6.473
H 6.746 -27.819 8.692
H 6.743 -26.166 9.340
H 6.027 -28.239 6.541
H 5.912 -26.901 5.529
C 3.634 -22.544 6.734
O 2.559 -21.977 6.714
N 4.648 -22.011 6.036
N 3.980 -23.604 7.462
H 5.438 -22.637 6.023
H 4.628 -21.083 5.653
H 3.317 -24.279 7.809
H 4.976 -23.781 7.430
C 5.765 -22.385 10.869
C 4.679 -22.690 11.905
C 3.297 -22.138 11.596
O 2.386 -22.320 12.673
C 1.396 -21.348 12.772
N 4.522 -24.152 11.900
H 6.060 -21.332 10.893
H 5.485 -22.500 9.821
H 6.646 -22.953 11.167
H 5.010 -22.272 12.858
H 2.896 -22.727 10.766
H 3.319 -21.101 11.248
H 1.755 -20.430 13.245
H 0.516 -21.755 13.267
H 1.049 -20.995 11.795
H 3.558 -24.219 12.208
H 4.459 -24.367 10.911
C -1.123 -22.917 5.425
C -0.907 -23.159 6.952
C -0.083 -24.416 7.191
O -0.221 -24.946 8.553
C 0.062 -23.983 9.587
N -0.203 -21.927 7.355
H -1.149 -23.911 4.971
H -0.485 -22.242 4.857
H -2.104 -22.451 5.312
H -1.847 -23.376 7.462
H 0.941 -24.360 6.814
H -0.557 -25.201 6.596
H 1.009 -23.458 9.469
H 0.046 -24.569 10.506
H -0.770 -23.279 9.668
H 0.747 -22.046 7.005
H 0.005 -21.913 8.346
*
```

Properties
LUMO energy	-0.102	eV
relative energy (zero: lowest compared OMol25 entry of this formula, charge and spin)	198.5	kJ/mol
SMILES	CC1(C)CCCC(C)(C)N1O.CC1(C)CCCC(C)(C)N1O.CC1(C)CCCC(C)(C)N1O.COC[C@H](C)N.COC[C@H](C)N.NC(N)=O.NC(N)=O.NC(N)=O.NC(N)=O.NC(N)=O
frontier orbital gap	0.29003	Eh

Atomic partial charges in e from the Mulliken method, atoms 1 to 99: C -1.57; C 2.07; C -0.60; C -1.14; C -1.47; C 1.82; N 1.15; O -0.63; C -1.89; C -1.96; C -1.68; H 0.27; H -0.23; H 0.60; H 0.48; H -0.20; H 0.37; H 0.28; H 0.47; H 0.50; H 0.45; H 0.33; H 0.45; H 0.48; H 0.24; H 0.38; H 0.33; H 0.34; H 0.38; H 0.32; C -1.49; C 2.49; C -2.55; C 1.06; C 0.13; C 2.06; N -0.07; O -0.48; C -2.05; C -1.60; C -1.97; H 0.28; H 0.38; H 0.29; H 0.39; H 0.58; H -0.72; H 0.02; H -1.06; H 0.64; H 0.29; H 0.42; H 0.49; H 0.49; H 0.11; H 0.28; H 0.40; H 0.39; H 0.43; H 0.44; C -1.78; C 1.75; C -1.58; C 0.95; C -1.87; C 1.65; N 0.30; O -0.51; C -1.74; C -0.99; C -2.01; H 0.34; H 0.48; H 0.28; H 0.36; H 0.50; H -0.88; H 0.60; H 0.41; H 0.48; H 0.37; H 0.34; H 0.39; H -0.15; H 0.41; H 0.28; H 0.47; H 0.39; H 0.42; H 0.39; C 0.22; O -0.42; N -0.32; N -0.35; H -0.05; H 0.23; H 0.20; H -0.13; C 0.71

=====

DFT (ωB97M-V with the def2-TZVPD basis set) results for 8 unconnected molecules or ions with the total composition C40H99N7OS at a distorted geometry.

```
! wB97M-V def2-TZVPD RIJCOSX def2/J DEFGRID3
* xyz 0 1
C -4.546 5.672 -2.883
C -3.276 5.545 -2.065
N -2.667 4.187 -2.204
C -1.949 4.112 -3.486
C -0.735 5.068 -3.603
C -1.730 3.871 -1.079
C -2.604 3.606 0.162
H -4.395 6.008 -3.909
H -5.329 6.286 -2.438
H -4.947 4.662 -2.967
H -2.660 6.442 -2.128
H -3.662 5.566 -1.046
H -1.809 3.090 -3.838
H -2.625 4.417 -4.284
H -0.206 4.989 -4.553
H -1.037 6.115 -3.571
H -0.083 4.882 -2.750
H -1.013 4.680 -0.945
H -1.274 2.911 -1.319
H -2.169 3.957 1.098
H -2.644 2.552 0.439
H -3.610 4.005 0.034
C -0.821 -0.998 -3.051
C 0.016 -0.005 -2.344
N 0.213 -0.336 -0.864
C -0.832 -0.150 0.142
C -0.983 1.443 0.509
C 1.346 -1.143 -0.428
C 2.500 -0.973 -1.403
H -1.622 -1.283 -2.369
H -0.220 -1.869 -3.313
H -1.369 -0.547 -3.878
H 0.881 0.257 -2.953
H -0.460 0.969 -2.462
H -1.740 -0.593 -0.269
H -0.331 -0.630 0.982
H -1.351 2.096 -0.283
H -1.495 1.716 1.432
H -0.030 1.748 0.939
H 0.987 -2.171 -0.387
H 1.629 -0.910 0.598
H 2.285 -1.168 -2.454
H 3.351 -1.618 -1.181
H 2.807 0.066 -1.287
C 3.377 0.332 1.685
C 2.898 -0.960 2.397
N 3.697 -2.084 2.058
C 5.106 -1.998 2.490
C 5.580 -3.456 2.710
C 3.350 -2.653 0.716
C 2.045 -3.417 0.788
H 2.995 1.343 1.825
H 3.310 0.344 0.597
H 4.418 0.344 2.007
H 2.918 -0.929 3.487
H 1.841 -1.155 2.216
H 5.675 -1.513 1.697
H 5.130 -1.413 3.409
H 5.949 -3.792 1.741
H 6.244 -3.663 3.550
H 4.618 -3.952 2.839
H 4.170 -3.245 0.312
H 3.311 -1.873 -0.045
H 1.529 -3.455 -0.171
H 1.367 -3.040 1.555
H 2.321 -4.416 1.125
C 0.342 3.764 1.913
C 1.066 2.916 0.839
N 2.469 3.087 0.468
C 2.818 4.482 0.091
C 3.325 5.346 1.211
C 3.008 2.010 -0.431
C 2.229 1.989 -1.800
H 0.970 3.788 2.804
H -0.601 3.337 2.254
H 0.152 4.750 1.488
H 0.974 1.904 1.233
H 0.412 3.009 -0.028
H 1.877 4.911 -0.255
H 3.399 4.618 -0.821
H 4.408 5.245 1.286
H 2.843 5.114 2.161
H 3.298 6.389 0.895
H 4.039 2.153 -0.757
H 3.079 1.011 -0.001
H 2.149 2.978 -2.252
H 2.761 1.189 -2.315
H 1.210 1.647 -1.621
C -3.134 -2.993 3.768
C -2.677 -1.634 4.168
N -1.235 -1.624 4.605
C -0.258 -2.130 3.631
C -0.039 -1.473 2.248
C -0.913 -0.219 5.036
C -0.613 -0.139 6.503
H -2.881 -3.263 2.743
H -4.203 -2.968 3.981
H -2.706 -3.853 4.283
H -2.957 -0.838 3.478
H -3.244 -1.417 5.074
H 0.775 -2.052 3.970
H -0.352 -3.206 3.486
H 0.506 -1.999 1.465
H -0.984 -1.213 1.770
H 0.284 -0.455 2.466
H -1.790 0.406 4.862
H -0.174 0.220 4.366
H -0.418 0.872 6.859
H 0.324 -0.658 6.707
H -1.361 -0.663 7.098
C 1.152 -3.332 -3.025
C -0.266 -3.590 -2.244
N -0.097 -4.180 -0.908
C -1.309 -4.025 -0.219
C -1.452 -2.606 0.364
C 0.359 -5.585 -0.967
C 1.002 -5.885 0.367
H 1.084 -2.969 -4.050
H 1.607 -4.273 -3.332
H 1.843 -2.717 -2.448
H -0.834 -2.660 -2.273
H -0.850 -4.268 -2.867
H -2.198 -4.239 -0.813
H -1.437 -4.719 0.611
H -1.969 -2.068 -0.430
H -2.196 -2.736 1.150
H -0.678 -2.132 0.968
H 1.145 -5.839 -1.678
H -0.548 -6.164 -1.136
H 0.472 -5.569 1.265
H 2.024 -5.514 0.444
H 1.075 -6.971 0.419
C -1.804 -3.958 -4.822
C -1.308 -2.567 -4.921
N -0.940 -1.450 -4.997
H -1.164 -4.644 -4.267
H -1.947 -4.209 -5.873
H -2.765 -3.824 -4.326
C -2.653 0.974 -2.115
S -4.017 0.987 -0.963
O -3.379 1.241 0.411
C -4.980 2.426 -1.569
H -2.131 1.930 -2.136
H -3.108 0.790 -3.088
H -2.045 0.156 -1.726
H -4.371 3.329 -1.519
H -5.868 2.382 -0.939
H -5.265 2.265 -2.609
*
```

Properties
LUMO energy	0.425	eV
frontier orbital gap	0.27092	Eh

Atomic partial charges in e from the Mulliken method, atoms 1 to 99: C -1.27; C -0.41; N 0.58; C -0.58; C -1.05; C 0.27; C -0.84; H 0.35; H 0.38; H 0.16; H 0.55; H 0.35; H 0.39; H 0.61; H 0.43; H 0.32; H 0.06; H 1.17; H -0.25; H 0.30; H -0.16; H 0.60; C 0.27; C -0.08; N 2.70; C 0.57; C -1.63; C 1.39; C -2.66; H 0.76; H -1.52; H 0.38; H 0.70; H -0.44; H 0.42; H -0.53; H -1.40; H 1.43; H -1.78; H -0.67; H -0.67; H 1.00; H 0.24; H -0.26; C -0.52; C -0.25; N 0.60; C -0.57; C -1.17; C 0.06; C 0.67; H 0.18; H 0.99; H 0.46; H 0.67; H -0.83; H 0.41; H 0.42; H 0.30; H 0.38; H 0.26; H 0.60; H -1.50; H 0.54; H 0.54; H 0.06; C -2.27; C 1.37; N 0.54; C -0.13; C -1.51; C 0.52; C -0.85; H 0.54; H 0.27; H 0.30; H 0.11; H -0.34; H -0.05; H 0.61; H 0.35; H 0.25; H 0.45; H 0.36; H -2.04; H 0.56; H 0.80; H -0.08; C -1.29; C -0.31; N 0.24; C -2.16; C 0.24; C -0.15; C -1.57; H 0.29; H 0.41; H 0.35; H 0.33

=====

> LUMO energy of number 1 (C40H96BI2N10NbO6P3)?

0.209 eV